Record 1
A single C4H5NO molecule at a distorted geometry. Source: the Open Molecules 2025 dataset; level of theory: wB97M-V/def2-TZVPD.

Atoms and positions in Å:
H: 3.466 -0.679 -1.535
H: 0.630 0.027 1.502
H: -1.603 1.286 1.221
C: 2.586 -0.568 -0.949
O: -0.879 -1.161 0.646
H: -2.646 0.922 -0.023
C: -0.901 0.006 -0.113
H: -0.927 -0.222 -1.170
C: 1.572 -0.460 -0.306
C: 0.385 -0.261 0.496
N: -1.684 1.110 0.229

Values from the calculation:
Kohn-Sham gap, eV: 10.906
ΔE to the lowest compared entry with this formula, charge and spin, eV: 3.429
SMILES: C#C[C@@H]1O[C@H]1N

Record 2
2 unconnected molecules or ions with the total composition C4H10O2S. Source: the Open Molecules 2025 dataset; level of theory: wB97M-V/def2-TZVPD.

Atoms and positions in Å:
C: -0.698 -2.382 -0.487
C: 0.329 0.848 -1.205
H: 0.259 2.064 2.826
H: 0.504 0.341 -2.153
C: -0.757 -1.021 0.146
H: -0.682 1.236 -1.219
H: 0.789 0.340 0.855
H: 1.321 -0.831 -0.321
C: 0.502 -0.168 -0.061
H: -0.978 1.628 2.098
S: 1.505 2.232 -1.117
H: -0.927 -1.251 1.203
O: 0.287 -2.902 -0.927
H: 2.454 1.669 -1.872
O: -0.573 1.596 2.971
H: -1.682 -2.895 -0.528
H: -1.654 -0.502 -0.209

Values from the calculation:
Kohn-Sham gap, eV: 9.947
ΔE to the lowest compared entry with this formula, charge and spin, eV: 1.141
SMILES: O=CCCCS.O

Record 3
A molecular structure, C10H15IrN2O10PS2Se. Source: the Open Molecules 2025 dataset; level of theory: wB97M-V/def2-TZVPD.

Atoms and positions in Å:
H: 1.313 0.135 4.950
H: 0.383 1.173 3.851
C: 1.196 0.453 3.915
H: 0.597 -2.255 4.469
H: -3.871 2.341 1.834
H: -1.146 2.791 3.161
C: 1.056 -2.441 -0.073
H: 0.512 5.253 -2.013
C: 0.330 -4.268 2.676
C: 0.802 -2.070 1.347
C: -3.247 2.695 2.654
H: 1.262 6.691 -0.128
O: 0.229 -5.009 1.600
O: -1.446 3.215 1.176
Ir: 1.598 0.378 0.126
S: -0.674 0.895 -0.543
H: -1.597 1.395 2.156
C: -1.788 2.456 2.343
C: 0.679 4.836 -1.022
O: 5.200 1.859 -0.782
O: 0.850 -3.612 -0.428
O: 4.664 -0.584 -1.839
Se: 4.159 0.651 -0.955
H: 0.402 -4.470 0.748
C: 0.543 5.890 0.053
H: 0.746 5.470 1.039
P: -0.279 2.677 0.212
C: 0.594 -2.830 2.453
O: 3.569 0.100 0.578
H: 1.661 4.361 -1.001
C: 0.946 -0.721 3.043
N: 0.689 -1.962 3.509
H: -0.462 6.313 0.054
O: 1.492 -1.493 -0.793
S: 1.491 2.530 1.148
O: 2.621 1.203 -1.458
O: 0.138 -4.673 3.804
H: -3.527 2.159 3.562
H: -3.438 3.758 2.803
H: 2.105 0.956 3.589
N: 0.984 -0.762 1.722
O: -0.330 3.811 -0.891

Values from the calculation:
Kohn-Sham gap, eV: 8.053
Net charge: -1
ΔE to the lowest compared entry with this formula, charge and spin, eV: 0.377

Record 4
A molecular structure, C27H22ClIrN2O5S at a distorted geometry. Source: the Open Molecules 2025 dataset; level of theory: wB97M-V/def2-TZVPD.

Atoms and positions in Å:
C: 4.942 -0.756 1.646
C: -6.220 0.972 0.520
C: 0.900 2.976 0.499
O: -7.017 1.868 0.607
C: 1.980 6.205 -0.886
Ir: -0.589 0.175 0.130
O: -0.133 -1.893 -0.509
S: -0.525 -3.056 0.415
C: 2.184 6.292 1.519
C: 2.298 6.907 0.275
C: -2.666 -4.758 0.308
H: 1.734 -3.738 0.343
H: 6.565 -0.174 -1.809
C: -3.645 0.489 0.117
C: 4.739 -0.422 -0.741
C: -2.093 -3.645 -1.763
N: -2.623 1.180 -0.376
C: -4.807 1.284 0.132
H: -2.483 3.100 -1.045
H: 2.636 7.932 0.208
H: 4.483 -0.919 2.613
O: -6.531 -0.293 0.703
H: -5.773 -0.925 0.632
C: 1.404 4.281 0.452
H: -3.320 -4.113 -3.449
C: 4.089 -0.638 0.512
H: 0.644 -5.136 0.607
H: -2.508 -4.894 1.370
H: 2.442 6.838 2.416
C: -1.855 -3.907 -0.424
C: -3.142 -4.291 -2.397
H: 7.978 -0.367 0.208
C: 0.399 1.843 0.443
C: 2.711 -0.724 0.636
H: -4.359 -6.065 0.220
O: -2.166 -1.053 1.067
H: 1.661 4.504 2.580
H: -4.960 3.412 -0.488
O: -4.260 -1.719 0.662
C: -3.951 -5.162 -1.681
H: 2.079 6.679 -1.852
H: 1.279 4.348 -1.696
C: -3.373 -0.882 0.645
C: 6.307 -0.656 1.539
H: -4.788 -5.639 -2.172
H: 2.074 -0.639 -0.230
C: 1.743 4.991 1.618
C: -3.715 -5.397 -0.334
H: -1.459 -2.943 -2.290
C: 6.111 -0.330 -0.841
H: 6.930 -0.750 2.418
N: -3.091 2.400 -0.653
C: 1.536 4.905 -0.806
Cl: 3.783 -0.239 -2.164
C: 6.903 -0.444 0.295
H: 2.247 -0.857 1.603
H: 0.848 -4.439 -1.032
C: -4.391 2.508 -0.355
C: 0.812 -4.227 0.034

Values from the calculation:
Kohn-Sham gap (alpha / beta), eV: 7.072 / 5.029
Net charge: +1
2S+1: 6
<S²>: 8.85

Record 5
3 unconnected molecules or ions with the total composition C13H28FN4O4S2 at a distorted geometry. Source: the Open Molecules 2025 dataset; level of theory: wB97M-V/def2-TZVPD.

Atoms and positions in Å:
C: 0.166 2.879 -0.273
S: 3.480 -1.094 -0.912
H: -2.480 -4.629 -0.898
C: 1.721 -1.320 1.081
C: -3.120 -3.516 1.560
C: 1.870 -0.619 -0.269
C: 3.135 -1.517 1.652
C: -3.372 -4.006 -0.823
C: 3.716 3.636 -0.524
H: 0.289 3.081 -2.277
H: -3.591 -3.293 2.514
H: -2.232 2.402 -2.398
N: 1.353 3.280 0.168
H: -4.150 -5.263 0.790
O: 4.291 0.100 -0.980
H: 4.252 4.043 -1.380
C: -1.523 2.201 -1.603
H: 1.613 3.002 1.097
H: -2.075 -2.363 -1.503
O: -1.281 -1.690 0.943
H: 1.083 -0.746 1.748
H: -4.038 -4.288 -1.635
H: -2.195 -4.070 1.718
H: -2.407 3.730 1.202
H: -0.656 2.320 1.484
H: -3.557 3.612 0.081
H: -2.740 1.433 0.013
H: -5.020 -3.748 0.565
C: 2.287 4.139 -0.548
H: -1.067 1.216 -1.716
H: 3.741 2.546 -0.618
H: -3.791 -1.916 -1.323
N: -0.693 2.125 0.493
H: 4.208 3.939 0.399
H: 3.547 -0.560 1.983
H: 1.879 0.465 -0.168
O: -3.660 -0.966 1.102
O: 3.314 -1.924 -2.073
C: -2.982 -2.525 -0.926
C: -4.031 -4.209 0.550
H: 1.918 4.246 -1.570
F: 2.187 5.394 0.063
H: 1.110 -0.919 -0.987
H: 3.736 -3.103 0.280
H: 5.054 -1.956 0.642
C: -2.042 2.255 -0.149
H: 1.240 -2.284 0.938
S: -2.687 -1.977 0.762
C: 3.981 -2.066 0.504
N: -2.558 3.559 0.219
N: -0.361 3.156 -1.505
H: 3.138 -2.192 2.504

Values from the calculation:
Kohn-Sham gap, eV: 10.242
Net charge: +1

Record 6
A molecular structure, C12H24CoN4O5 at a distorted geometry. Source: the Open Molecules 2025 dataset; level of theory: wB97M-V/def2-TZVPD.

Atoms and positions in Å:
H: 2.539 -2.232 1.962
H: 3.246 1.772 -0.005
H: -2.957 -1.509 4.743
Co: -0.404 0.138 0.474
O: 0.605 -1.760 1.354
O: 0.016 2.407 0.761
O: -0.434 -1.388 -1.056
H: 1.816 -0.693 2.538
C: -0.931 2.542 -1.534
N: -5.932 -1.298 3.506
C: -0.794 3.168 -0.125
H: -6.408 -0.922 2.700
C: 2.170 1.703 -0.186
H: -1.785 -1.816 -2.586
H: 1.623 3.700 0.492
N: -3.945 -1.666 4.630
C: -4.610 -1.184 3.578
C: -1.680 0.322 -2.229
H: -1.754 0.744 -3.236
H: -2.684 0.261 -1.790
N: -1.873 -0.036 1.613
H: -1.776 3.198 0.356
O: -0.844 1.126 -1.405
H: -4.433 -2.081 5.407
H: 2.782 -1.305 -0.322
O: 1.696 0.382 0.037
H: 1.970 1.937 -1.236
C: 0.511 -2.911 0.508
C: -0.574 -2.714 -0.561
H: -0.242 -1.072 -3.066
H: 3.544 -0.190 0.832
H: -6.474 -1.735 4.232
H: -1.891 2.845 -1.965
N: -4.012 -0.590 2.563
H: 1.471 -3.088 0.018
C: -1.035 -1.073 -2.308
H: -0.125 2.879 -2.199
H: -0.426 -3.444 -1.364
H: 0.266 -3.778 1.131
H: -0.416 4.193 -0.208
C: 1.932 -1.363 1.680
H: -1.572 -2.849 -0.129
C: -2.858 -0.354 2.164
C: 2.592 -0.616 0.510
C: 1.416 2.658 0.752
H: 1.741 2.475 1.781

Values from the calculation:
Kohn-Sham gap (alpha / beta), eV: 8.475 / 9.240
Net charge: +2
ΔE to the lowest compared entry with this formula, charge and spin, eV: 0.835
2S+1: 2
<S²>: 0.75